1.
Below is a structure of composition C39H88N3O11Y, with properties calculated with the ωB97M-V functional and the def2-TZVPD basis.

Results
**DFT total energy**: -69901.05252 eV
**LUMO**: 0.004 hartree
**HOMO level**: -5.88 eV
**Frontier orbital gap**: 6.00 eV

Geometry (Å):
Y -0.129 0.102 -0.063
C -2.593 4.198 -0.446
C -3.552 3.189 0.100
C -4.953 3.841 -0.272
C -6.210 2.923 -0.248
C -5.954 1.676 -0.956
C -4.627 0.955 -0.621
N -3.405 1.895 -0.550
O -2.202 1.291 -0.130
C -4.343 0.066 -1.837
C -4.874 -0.003 0.683
C -3.479 3.174 1.665
H -2.870 5.222 -0.194
H -2.583 4.233 -1.535
H -1.568 4.081 -0.093
H -4.983 4.404 -1.205
H -5.169 4.651 0.424
H -7.131 3.332 -0.662
H -6.415 2.821 0.818
H -6.068 1.839 -2.027
H -6.701 0.931 -0.681
H -4.936 -0.849 -1.818
H -3.319 -0.306 -1.843
H -4.578 0.538 -2.791
H -3.890 -0.292 1.051
H -5.404 -0.921 0.428
H -5.248 0.402 1.623
H -3.865 4.088 2.116
H -2.470 2.922 1.989
H -4.121 2.336 1.937
C -0.376 2.636 -3.356
C 0.726 1.733 -3.968
C 1.566 2.816 -4.654
C 2.913 2.285 -5.182
C 3.721 1.722 -3.984
C 2.948 0.566 -3.318
N 1.517 0.889 -2.978
O 0.733 -0.122 -2.315
C 3.807 0.503 -1.991
C 3.147 -0.705 -4.041
C 0.162 0.978 -5.182
H -0.989 3.109 -4.123
H -0.045 3.367 -2.619
H -0.885 1.925 -2.706
H 1.755 3.524 -3.846
H 0.949 3.181 -5.475
H 3.486 3.120 -5.583
H 2.750 1.645 -6.049
H 3.975 2.491 -3.255
H 4.694 1.375 -4.331
H 4.853 0.548 -2.292
H 3.628 -0.364 -1.355
H 3.680 1.355 -1.323
H 2.946 -0.579 -5.105
H 2.585 -1.548 -3.639
H 4.163 -1.098 -4.002
H 0.742 0.223 -5.712
H -0.440 1.499 -5.926
H -0.621 0.376 -4.722
C 1.164 -1.365 3.709
C 2.250 -2.228 2.974
C 1.903 -3.690 3.432
C 2.561 -4.808 2.581
C 2.246 -4.579 1.137
C 2.711 -3.206 0.602
N 2.061 -2.147 1.444
O 2.031 -0.841 0.954
C 2.204 -3.196 -0.866
C 4.284 -3.030 0.663
C 3.697 -1.826 3.515
H 1.143 -1.553 4.782
H 0.248 -1.769 3.278
H 1.229 -0.282 3.607
H 0.831 -3.888 3.449
H 2.325 -3.750 4.435
H 2.116 -5.783 2.777
H 3.625 -5.021 2.683
H 1.172 -4.692 0.985
H 2.539 -5.396 0.477
H 2.845 -3.875 -1.428
H 2.029 -2.260 -1.397
H 1.226 -3.669 -0.957
H 4.780 -3.609 1.441
H 4.444 -1.953 0.609
H 4.742 -3.360 -0.269
H 4.487 -2.571 3.418
H 3.701 -1.553 4.570
H 4.065 -1.014 2.889
C -3.343 -4.151 -3.473
C -2.190 -3.540 -4.308
C -2.688 -2.352 -5.129
O -1.182 -3.092 -3.440
H -3.843 -4.629 -4.315
H -3.872 -3.425 -2.855
H -2.993 -4.968 -2.842
H -1.832 -4.385 -4.896
H -2.999 -1.440 -4.621
H -3.570 -2.647 -5.698
H -1.999 -1.993 -5.893
H -0.494 -2.696 -3.980
C 5.183 3.308 4.150
C 4.899 1.762 4.055
C 5.211 1.032 5.356
O 3.591 1.561 3.728
H 5.654 3.693 3.246
H 6.098 3.534 4.697
H 4.270 3.893 4.268
H 5.512 1.364 3.246
H 6.287 0.930 5.498
H 4.775 0.038 5.251
H 4.838 1.507 6.263
H 3.568 0.778 3.173
C -2.716 0.873 4.040
C -3.222 -0.419 4.688
O -2.572 -1.564 4.169
O -1.312 1.204 4.387
H -3.284 1.773 4.278
H -2.802 0.821 2.955
H -4.302 -0.543 4.763
H -2.879 -0.397 5.722
H -1.869 -1.703 4.808
H -1.238 1.746 5.176
C 1.464 2.881 0.793
C 0.579 2.583 2.047
O -0.075 1.347 1.904
O 0.868 2.212 -0.368
H 2.496 2.596 0.997
H 1.500 3.958 0.625
H -0.205 3.282 2.340
H 1.280 2.483 2.875
H -0.656 1.338 2.668
H 1.234 2.599 -1.167
C -2.047 -2.780 -0.277
C -1.307 -2.658 1.121
O -1.389 -1.246 1.521
O -1.299 -1.784 -1.070
H -3.106 -2.554 -0.406
H -2.075 -3.808 -0.639
H -0.280 -2.968 0.927
H -1.745 -3.301 1.885
H -1.817 -1.178 2.378
H -1.210 -2.156 -1.950

Mulliken atomic charge list, values in e, 2 entries:
1. Y -0.61
2. C -1.85

=====

2.
Below is a cluster of 7 separate species, C39H89N3O7 in total, with properties calculated with the ωB97M-V functional and the def2-TZVPD basis.

Results
**DFT total energy**: -60679.75168 eV
**LUMO**: 0.015 hartree
**HOMO level**: -7.79 eV
**Frontier orbital gap**: 8.19 eV

Geometry (Å):
C -0.180 13.601 -0.262
C -0.880 12.212 -0.211
C 0.152 11.193 -0.545
C -0.211 9.742 -0.046
C -0.634 9.740 1.472
C -1.789 10.758 1.893
N -1.416 12.046 1.173
O -2.061 13.129 1.687
C -3.168 10.063 1.385
C -1.673 10.920 3.415
C -2.094 11.972 -1.131
H 0.571 13.613 0.528
H -0.846 14.450 -0.112
H 0.309 13.786 -1.218
H 0.227 10.948 -1.604
H 1.174 11.477 -0.292
H 0.604 9.024 -0.135
H -1.060 9.342 -0.599
H 0.252 9.751 2.106
H -1.008 8.724 1.603
H -3.801 10.866 1.008
H -3.058 9.499 0.458
H -3.668 9.431 2.119
H -1.974 9.962 3.839
H -0.730 11.237 3.860
H -2.409 11.631 3.791
H -2.966 12.503 -0.751
H -2.507 10.967 -1.222
H -1.909 12.464 -2.086
H -1.378 13.532 2.228
C -5.188 -7.290 4.310
C -4.275 -8.627 4.384
C -2.769 -8.236 4.337
C -1.762 -9.067 5.043
C -2.154 -9.340 6.496
C -3.517 -10.053 6.518
N -4.532 -9.402 5.646
O -5.796 -10.006 5.474
C -3.337 -11.550 6.179
C -4.077 -9.936 7.929
C -4.600 -9.590 3.207
H -4.757 -6.586 3.598
H -5.226 -6.865 5.313
H -6.177 -7.577 3.954
H -2.407 -8.143 3.313
H -2.652 -7.233 4.746
H -0.776 -8.638 5.219
H -1.656 -10.076 4.645
H -2.195 -8.313 6.858
H -1.361 -9.836 7.056
H -3.147 -11.637 5.110
H -2.504 -11.985 6.731
H -4.310 -12.037 6.241
H -3.535 -10.090 8.862
H -4.778 -9.103 7.981
H -4.830 -10.723 7.988
H -3.794 -9.549 2.474
H -5.532 -9.459 2.658
H -4.734 -10.644 3.450
H -6.352 -9.545 6.106
C 0.216 1.295 -2.021
C 0.437 0.537 -0.637
C -0.945 0.220 0.055
C -1.676 -1.004 -0.523
C -0.803 -2.230 -0.593
C 0.643 -2.020 -1.166
N 1.214 -0.738 -0.728
O 2.521 -0.457 -1.161
C 1.573 -3.076 -0.618
C 0.489 -2.137 -2.700
C 1.248 1.520 0.218
H -0.517 2.085 -1.861
H -0.211 0.667 -2.803
H 1.180 1.728 -2.289
H -0.744 0.180 1.126
H -1.555 1.107 -0.115
H -2.145 -0.756 -1.475
H -2.500 -1.101 0.184
H -1.396 -2.950 -1.157
H -0.687 -2.479 0.461
H 2.593 -2.950 -0.980
H 1.754 -2.959 0.451
H 1.158 -4.056 -0.854
H -0.465 -1.750 -3.057
H 1.333 -1.838 -3.322
H 0.198 -3.142 -3.005
H 0.742 2.448 0.488
H 2.168 1.855 -0.260
H 1.391 0.882 1.090
H 2.907 -0.569 -0.289
C 0.131 -1.472 10.047
C 0.669 -2.136 8.772
C 1.165 -1.178 7.771
O 1.612 -3.055 9.196
H -0.723 -1.958 10.518
H -0.378 -0.526 9.862
H 0.893 -1.160 10.761
H -0.106 -2.791 8.375
H 0.789 -0.159 7.860
H 0.954 -1.407 6.727
H 2.222 -0.979 7.952
H 1.091 -3.815 9.467
C -2.577 0.596 -9.412
C -2.794 -0.924 -9.757
C -4.158 -1.541 -9.195
O -2.795 -1.101 -11.089
H -1.583 1.030 -9.520
H -2.868 0.757 -8.374
H -3.211 1.251 -10.010
H -1.994 -1.511 -9.306
H -5.000 -1.127 -9.749
H -4.378 -1.197 -8.184
H -4.091 -2.605 -9.419
H -2.544 -2.019 -11.214
C 8.162 -5.674 -4.640
C 8.588 -5.701 -6.070
C 9.431 -4.463 -6.495
O 9.141 -6.960 -6.356
H 7.468 -6.489 -4.434
H 7.623 -4.736 -4.509
H 9.059 -5.660 -4.021
H 7.682 -5.659 -6.675
H 9.320 -4.328 -7.570
H 10.434 -4.591 -6.087
H 9.020 -3.558 -6.048
H 9.800 -7.328 -5.762
C 4.485 3.928 -7.302
C 5.254 5.158 -6.939
C 5.815 5.347 -5.472
O 6.440 5.045 -7.708
H 5.154 3.089 -7.107
H 4.352 4.013 -8.380
H 3.547 3.761 -6.773
H 4.808 6.065 -7.348
H 4.950 5.358 -4.809
H 6.410 6.247 -5.322
H 6.520 4.548 -5.246
H 6.952 5.855 -7.645

Mulliken atomic charge list, values in e, 2 entries:
1. C -1.93
2. C 1.50